# C36H30As3CrF18N6O12

A molecular structure, C36H30As3CrF18N6O12 at a distorted geometry (wB97M-V/def2-TZVPD, the Open Molecules 2025 dataset).

frontier orbital gap (spin up / spin down)	4.7 / 2.2	eV
⟨S²⟩	6.0419
charge	+1
multiplicity	5
LUMO level (spin up / spin down)	-6.3 / -8.8	eV

Last column: Mulliken spin population.
Cartesian coordinates (Å):
Cr (25.181, -24.402, 4.108)  2.860
As (22.582, -27.087, 4.239)  -0.003
F (21.284, -25.964, 3.870)  -0.001
F (21.437, -28.422, 4.600)  0.000
F (23.819, -28.311, 4.640)  0.000
F (23.846, -25.778, 4.096)  0.037
F (22.433, -26.564, 5.940)  -0.002
F (22.868, -27.496, 2.486)  -0.001
As (27.713, -23.077, 1.538)  0.000
F (28.645, -24.575, 1.835)  0.001
F (28.934, -22.405, 0.412)  0.000
F (26.652, -21.544, 1.359)  0.003
F (26.492, -23.557, 2.831)  0.036
F (28.612, -22.294, 2.924)  0.003
F (26.783, -23.901, 0.260)  0.001
As (22.808, -22.756, 1.731)  0.000
F (23.626, -23.659, 3.121)  -0.008
F (21.487, -22.202, 2.813)  -0.001
F (22.107, -21.845, 0.362)  0.000
F (24.194, -23.325, 0.784)  0.002
F (21.835, -24.243, 1.370)  -0.001
F (23.725, -21.341, 2.280)  -0.003
C (27.942, -30.959, 5.312)  0.000
C (28.675, -30.024, 5.996)  0.000
C (28.519, -28.656, 5.708)  0.000
C (27.553, -28.222, 4.824)  0.005
C (26.681, -29.168, 4.246)  -0.003
C (26.976, -30.560, 4.472)  0.001
N (27.492, -26.832, 4.429)  -0.008
O (28.565, -26.213, 4.480)  0.002
O (26.426, -26.273, 4.171)  0.008
H (27.936, -32.023, 5.494)  0.000
H (29.513, -30.314, 6.612)  0.000
H (29.197, -27.990, 6.221)  0.000
H (25.821, -28.929, 3.638)  -0.001
H (26.362, -31.272, 3.940)  0.000
C (31.519, -23.562, 7.888)  0.000
C (31.196, -24.065, 6.631)  -0.001
C (29.847, -24.046, 6.199)  0.001
C (28.842, -23.555, 7.045)  0.000
C (29.150, -23.146, 8.360)  0.002
C (30.500, -23.075, 8.738)  0.000
N (27.455, -23.384, 6.488)  -0.032
O (26.642, -22.680, 6.967)  0.005
O (27.057, -24.000, 5.473)  0.003
H (32.531, -23.616, 8.260)  0.000
H (31.954, -24.503, 5.999)  0.000
H (29.669, -24.373, 5.185)  0.001
H (28.320, -22.727, 8.911)  0.000
H (30.746, -22.771, 9.744)  0.000
C (23.434, -24.035, 10.610)  0.000
C (24.017, -22.960, 9.899)  0.000
C (23.957, -22.814, 8.568)  0.001
C (23.190, -23.738, 7.856)  -0.004
C (22.471, -24.751, 8.509)  0.001
C (22.632, -24.953, 9.897)  -0.001
N (22.989, -23.693, 6.421)  -0.019
O (21.913, -23.420, 5.959)  0.012
O (24.011, -23.909, 5.759)  0.006
H (23.502, -24.135, 11.684)  0.000
H (24.519, -22.136, 10.385)  0.000
H (24.362, -21.912, 8.133)  -0.001
H (21.709, -25.341, 8.021)  0.000
H (22.122, -25.763, 10.396)  0.000
C (24.503, -29.555, 10.049)  0.000
C (24.191, -29.426, 8.748)  0.001
C (24.639, -28.373, 8.005)  -0.001
C (25.307, -27.291, 8.612)  0.003
C (25.513, -27.329, 9.968)  -0.001
C (25.200, -28.474, 10.696)  0.000
N (25.714, -26.151, 7.738)  0.011
O (26.371, -25.226, 8.317)  -0.001
O (25.391, -26.101, 6.540)  0.016
H (24.149, -30.451, 10.536)  0.000
H (23.525, -30.128, 8.269)  0.000
H (24.526, -28.434, 6.933)  -0.001
H (25.902, -26.459, 10.476)  0.000
H (25.417, -28.503, 11.753)  0.000
C (27.349, -17.684, 3.223)  0.216
C (25.946, -17.573, 3.395)  0.219
C (25.260, -18.602, 3.993)  -0.062
C (25.899, -19.843, 4.317)  0.347
C (27.343, -19.898, 4.081)  0.148
C (28.012, -18.801, 3.657)  0.024
N (25.068, -21.014, 4.860)  0.015
O (24.152, -20.719, 5.585)  0.041
O (25.309, -22.193, 4.535)  0.057
H (27.789, -16.718, 3.023)  0.003
H (25.403, -16.669, 3.161)  0.000
H (24.202, -18.430, 4.129)  0.001
H (27.957, -20.676, 4.510)  0.031
H (29.089, -18.876, 3.632)  0.002
C (23.925, -27.437, -2.905)  0.000
C (24.195, -26.154, -2.524)  0.000
C (24.666, -25.939, -1.284)  0.000
C (24.895, -27.026, -0.372)  0.001
C (24.550, -28.337, -0.801)  0.001
C (24.109, -28.537, -2.073)  0.000
N (25.488, -26.841, 0.948)  0.012
O (25.182, -25.838, 1.602)  0.014
O (26.196, -27.724, 1.409)  -0.001
H (23.496, -27.660, -3.871)  0.000
H (24.079, -25.361, -3.248)  0.000
H (24.811, -24.927, -0.936)  0.000
H (24.750, -29.178, -0.154)  0.000
H (23.936, -29.542, -2.428)  0.000


# C22H33IrN4O8P2S3

A molecular structure, C22H33IrN4O8P2S3 (wB97M-V/def2-TZVPD, the Open Molecules 2025 dataset).

frontier orbital gap (spin up / spin down)	7.0 / 6.9	eV
⟨S²⟩	6.0135
charge	+2
energy relative to the best compared isomer or geometry (same formula, charge and spin)	10.5	kcal/mol
multiplicity	5
LUMO level (spin up / spin down)	-5.6 / -7.0	eV

Last column: Mulliken spin population.
Cartesian coordinates (Å):
Ir (0.040, 0.430, 0.777)  2.884
C (3.524, 2.972, 1.230)  0.006
C (4.123, 2.157, 0.111)  -0.001
C (3.493, 2.399, -1.238)  0.021
O (4.073, 0.705, 0.425)  -0.004
P (2.994, -0.327, 0.796)  0.029
S (1.820, 0.180, 2.384)  0.425
S (1.638, -0.638, -0.687)  0.255
O (3.899, -1.539, 1.141)  -0.004
C (3.678, -2.962, 1.432)  0.001
C (3.017, -3.679, 0.277)  -0.003
C (5.050, -3.507, 1.750)  0.000
H (3.789, 4.018, 1.072)  0.000
H (3.917, 2.665, 2.199)  0.000
H (2.435, 2.897, 1.239)  -0.006
H (5.197, 2.319, 0.058)  0.001
H (2.411, 2.281, -1.187)  -0.017
H (3.893, 1.716, -1.988)  0.001
H (3.713, 3.420, -1.553)  0.000
H (3.043, -2.996, 2.319)  0.000
H (3.606, -3.563, -0.635)  0.001
H (2.006, -3.318, 0.098)  -0.003
H (2.967, -4.741, 0.521)  0.001
H (5.690, -3.453, 0.869)  0.000
H (4.967, -4.549, 2.060)  0.000
H (5.516, -2.941, 2.554)  0.001
O (-1.114, 4.130, -0.099)  0.057
C (-0.453, 3.227, -0.523)  0.019
O (0.141, 2.348, 0.319)  0.285
C (-0.162, 3.055, -1.974)  -0.010
C (-0.288, 1.839, -2.634)  -0.030
C (-0.009, 1.734, -3.989)  0.010
C (0.427, 2.846, -4.694)  0.001
C (0.551, 4.041, -4.014)  -0.001
C (0.254, 4.179, -2.675)  -0.001
N (1.031, 5.232, -4.755)  0.000
O (1.222, 6.241, -4.113)  0.000
O (1.164, 5.122, -5.952)  0.000
H (-0.623, 0.963, -2.088)  0.011
H (-0.120, 0.788, -4.501)  0.000
H (0.666, 2.802, -5.746)  0.000
H (0.348, 5.142, -2.194)  0.000
N (-3.027, -3.286, 3.097)  0.001
C (-3.360, -2.860, 1.688)  0.007
P (-1.722, -2.811, 0.861)  0.027
O (-1.126, -4.154, 1.171)  0.005
O (-1.089, -1.531, 1.302)  0.030
C (-1.943, -2.865, -0.973)  -0.006
N (-1.334, -4.169, -1.423)  0.001
H (-3.849, -3.587, 3.625)  0.000
H (-2.573, -2.524, 3.609)  0.001
H (-2.355, -4.067, 3.046)  0.000
H (-3.869, -1.897, 1.707)  -0.001
H (-4.008, -3.628, 1.269)  0.002
H (-1.390, -2.041, -1.420)  0.005
H (-2.981, -2.807, -1.292)  -0.001
H (-1.011, -4.636, -0.540)  0.000
H (-0.535, -4.032, -2.043)  0.000
H (-2.002, -4.775, -1.900)  0.000
S (-3.303, 1.862, 3.830)  0.006
C (-1.785, 1.656, 3.077)  -0.003
N (-1.802, 1.140, 1.886)  0.036
C (-3.104, 0.870, 1.476)  -0.047
C (-3.484, 0.360, 0.232)  0.015
C (-4.825, 0.147, -0.010)  0.015
C (-5.790, 0.434, 0.970)  0.001
C (-5.428, 0.960, 2.192)  0.001
C (-4.069, 1.180, 2.433)  0.002
H (-0.870, 1.960, 3.569)  -0.001
H (-2.736, 0.194, -0.537)  -0.026
H (-5.148, -0.209, -0.980)  0.001
H (-6.837, 0.272, 0.752)  0.000
H (-6.176, 1.213, 2.932)  0.000


# C32H47B2F4IrN6O2

A molecular structure, C32H47B2F4IrN6O2 (wB97M-V/def2-TZVPD, the Open Molecules 2025 dataset).

frontier orbital gap	7.8	eV
energy relative to the best compared isomer or geometry (same formula, charge and spin)	0.0	kcal/mol
LUMO level	-0.2	eV

Last column: Mulliken charge in e.
Cartesian coordinates (Å):
Ir (-0.080, 0.033, -0.242)  3.651
C (4.841, 1.346, 1.774)  -1.361
C (3.960, 0.649, 0.790)  0.542
C (4.308, -0.234, -0.196)  -1.153
C (3.129, -0.593, -0.861)  -0.258
N (2.086, 0.051, -0.273)  -0.500
N (2.633, 0.797, 0.722)  0.853
B (1.755, 1.622, 1.614)  -1.030
N (0.865, 2.552, 0.785)  0.481
N (-0.103, 2.099, -0.075)  -0.226
C (-0.740, 3.206, -0.542)  -0.218
C (-0.129, 4.332, 0.016)  -0.734
C (0.862, 3.886, 0.847)  0.086
C (1.797, 4.689, 1.691)  -1.476
C (-1.916, 3.432, -1.488)  2.494
C (-2.926, 4.336, -0.764)  -1.711
C (-1.370, 4.151, -2.731)  -1.853
C (-2.655, 2.191, -1.929)  -1.357
N (0.871, 0.714, 2.443)  0.373
N (-0.144, 0.017, 1.858)  0.091
C (-0.829, -0.575, 2.879)  -0.710
C (-0.181, -0.264, 4.076)  -0.807
C (0.875, 0.556, 3.766)  0.443
C (1.863, 1.192, 4.688)  -1.379
C (-2.164, -1.304, 2.880)  3.336
C (-2.197, -2.459, 1.888)  -1.433
C (-3.253, -0.257, 2.594)  -1.554
C (-2.428, -1.890, 4.271)  -2.483
C (3.214, -1.578, -2.016)  2.681
C (4.472, -1.253, -2.840)  -2.113
C (3.347, -2.985, -1.408)  -1.840
C (2.026, -1.527, -2.949)  -1.586
H (5.879, 1.109, 1.550)  0.421
H (4.630, 1.029, 2.796)  0.163
H (4.716, 2.428, 1.731)  0.204
H (5.300, -0.587, -0.412)  0.499
H (2.443, 2.272, 2.339)  -0.074
H (-0.392, 5.360, -0.160)  0.566
H (1.593, 5.747, 1.534)  0.430
H (2.837, 4.495, 1.429)  0.236
H (1.668, 4.467, 2.750)  0.239
H (-2.486, 5.281, -0.446)  0.356
H (-3.325, 3.832, 0.118)  0.342
H (-3.758, 4.559, -1.436)  0.441
H (-0.852, 5.075, -2.471)  0.366
H (-2.193, 4.396, -3.406)  0.454
H (-0.668, 3.507, -3.265)  0.328
H (-3.057, 1.657, -1.073)  0.291
H (-1.998, 1.532, -2.480)  -0.075
H (-3.485, 2.477, -2.579)  0.526
H (-0.460, -0.588, 5.061)  0.602
H (1.627, 0.906, 5.710)  0.421
H (1.837, 2.280, 4.617)  0.217
H (2.880, 0.869, 4.465)  0.173
H (-2.044, -2.118, 0.876)  -0.065
H (-3.166, -2.963, 1.931)  0.383
H (-1.422, -3.192, 2.117)  0.456
H (-3.157, 0.134, 1.586)  0.069
H (-3.175, 0.575, 3.298)  0.347
H (-4.241, -0.710, 2.712)  0.406
H (-1.629, -2.570, 4.571)  0.482
H (-3.357, -2.460, 4.235)  0.468
H (-2.538, -1.116, 5.033)  0.416
H (5.389, -1.497, -2.304)  0.420
H (4.504, -0.197, -3.114)  0.407
H (4.461, -1.844, -3.757)  0.417
H (4.269, -3.070, -0.830)  0.440
H (3.359, -3.733, -2.204)  0.416
H (2.504, -3.210, -0.756)  0.245
H (1.843, -0.509, -3.295)  0.669
H (1.135, -1.903, -2.465)  0.046
H (2.230, -2.166, -3.812)  0.588
C (-0.694, -1.197, -4.324)  -2.018
C (-1.120, -0.715, -2.965)  0.368
O (-0.281, -0.072, -2.287)  -0.873
C (-2.463, -0.954, -2.534)  1.322
C (-3.448, -1.351, -3.470)  -1.136
C (-4.727, -1.622, -3.083)  -1.118
C (-5.038, -1.581, -1.710)  -0.712
C (-4.108, -1.208, -0.780)  -0.999
C (-2.810, -0.803, -1.176)  0.805
O (-2.034, -0.298, -0.257)  -0.432
H (0.379, -1.320, -4.347)  0.224
H (-0.971, -0.456, -5.080)  0.476
H (-1.179, -2.141, -4.563)  0.463
H (-3.187, -1.407, -4.519)  0.459
H (-5.481, -1.886, -3.812)  0.403
H (-6.034, -1.850, -1.380)  0.428
H (-4.343, -1.193, 0.273)  0.302
F (-0.001, -4.180, 0.400)  -0.302
B (-0.346, -3.473, -0.719)  0.219
F (0.119, -2.018, -0.433)  -0.249
F (0.367, -3.846, -1.841)  -0.246
F (-1.696, -3.413, -0.972)  -0.365


# C5H19B2N5O7P

2 unconnected molecules or ions with the total composition C5H19B2N5O7P (wB97M-V/def2-TZVPD, the Open Molecules 2025 dataset).

frontier orbital gap	7.4	eV
charge	-1
LUMO level	2.8	eV

Last column: natural (NBO) charge in e.
Cartesian coordinates (Å):
N (-0.450, -3.609, -0.511)  -1.390
P (-1.352, -2.359, -0.758)  2.076
O (-2.306, -2.509, -2.112)  -1.019
O (-2.525, -2.292, 0.417)  -1.018
B (-0.446, -0.637, -0.806)  -0.597
C (-0.585, 0.103, 0.658)  -0.576
C (-1.660, 1.187, 0.911)  -0.511
C (-3.108, 0.770, 0.964)  0.716
N (-3.692, 0.361, -0.257)  -0.868
O (-3.768, 0.772, 1.983)  -0.620
C (-0.903, 0.291, -2.075)  -0.256
O (0.169, 1.197, -2.491)  -0.315
O (-0.053, 2.478, -1.867)  -0.485
B (1.190, -1.100, -1.124)  1.021
N (2.291, -0.852, -0.143)  -1.199
O (1.611, -1.660, -2.319)  -0.917
H (-0.556, -4.368, -1.172)  0.365
H (-3.101, -3.023, -1.946)  0.474
H (-3.403, -2.138, 0.060)  0.479
H (0.370, 0.602, 0.868)  0.214
H (-0.685, -0.639, 1.459)  0.215
H (-1.562, 1.970, 0.148)  0.218
H (-1.481, 1.654, 1.884)  0.209
H (-4.639, 0.059, -0.048)  0.366
H (-3.718, 1.097, -0.952)  0.382
H (-1.123, -0.280, -2.988)  0.182
H (-1.782, 0.919, -1.908)  0.170
H (0.622, 2.450, -1.173)  0.464
H (2.829, -0.050, -0.479)  0.395
H (2.951, -1.630, -0.150)  0.363
H (0.890, -1.678, -2.956)  0.480
C (3.658, 1.716, 1.854)  0.777
O (3.459, 2.007, 0.687)  -0.675
N (3.412, 0.488, 2.383)  -0.859
N (4.161, 2.644, 2.743)  -0.865
H (3.594, 0.283, 3.346)  0.374
H (3.027, -0.231, 1.774)  0.451
H (4.343, 3.562, 2.386)  0.400
H (4.323, 2.446, 3.711)  0.378


# CCl2N2O2

2 unconnected molecules or ions with the total composition CCl2N2O2 at a distorted geometry (wB97M-V/def2-TZVPD, the Open Molecules 2025 dataset).

frontier orbital gap	7.9	eV
energy relative to the best compared isomer or geometry (same formula, charge and spin)	181.9	kcal/mol
LUMO level	-1.6	eV

Last column: natural (NBO) charge in e.
Cartesian coordinates (Å):
C (-1.454, 0.156, -0.126)  -0.124
N (0.596, -0.318, 0.560)  -0.007
N (1.454, -0.032, -0.259)  0.543
O (1.688, 0.295, -1.349)  -0.317
O (2.217, -0.382, 0.747)  -0.311
Cl (-2.505, -1.179, -0.316)  0.086
Cl (-1.997, 1.460, 0.743)  0.130


# C31H32F6N2P2S2SbV

A molecular structure, C31H32F6N2P2S2SbV at a distorted geometry (wB97M-V/def2-TZVPD, the Open Molecules 2025 dataset).

frontier orbital gap (spin up / spin down)	6.7 / 5.1	eV
⟨S²⟩	3.7752
charge	+1
energy relative to the best compared isomer or geometry (same formula, charge and spin)	0.0	kcal/mol
multiplicity	4
LUMO level (spin up / spin down)	-3.9 / -5.5	eV

Last column: Mulliken spin population.
Cartesian coordinates (Å):
V (0.425, -0.060, -1.305)  2.186
S (-1.137, -1.652, -0.886)  0.006
P (-0.507, -1.395, 1.031)  -0.011
C (0.597, -0.044, 0.815)  0.716
P (-0.117, 1.545, 0.970)  0.040
S (-0.766, 1.835, -0.935)  0.016
C (-1.420, 1.816, 2.194)  0.015
C (-2.738, 2.069, 1.842)  -0.002
C (-3.679, 2.238, 2.843)  0.000
C (-3.306, 2.151, 4.175)  -0.001
C (-1.989, 1.883, 4.520)  0.004
C (-1.040, 1.715, 3.530)  -0.002
C (1.173, 2.768, 1.256)  -0.065
C (2.515, 2.438, 1.116)  0.070
C (3.473, 3.430, 1.238)  0.008
C (3.085, 4.737, 1.489)  0.001
C (1.742, 5.061, 1.629)  0.000
C (0.779, 4.077, 1.513)  0.000
C (0.494, -2.795, 1.570)  -0.061
C (-0.094, -4.046, 1.731)  0.000
C (0.703, -5.118, 2.084)  -0.001
C (2.068, -4.947, 2.263)  0.001
C (2.645, -3.697, 2.109)  0.011
C (1.857, -2.614, 1.768)  0.063
C (-1.973, -1.311, 2.098)  0.015
C (-3.236, -1.098, 1.561)  0.000
C (-4.335, -1.085, 2.399)  -0.002
C (-4.172, -1.276, 3.762)  -0.001
C (-2.908, -1.469, 4.296)  0.003
C (-1.801, -1.490, 3.468)  -0.004
H (-3.020, 2.144, 0.800)  0.003
H (-4.707, 2.440, 2.582)  0.000
H (-4.042, 2.303, 4.948)  0.000
H (-1.704, 1.807, 5.560)  0.000
H (-0.004, 1.513, 3.775)  -0.001
H (2.806, 1.418, 0.924)  -0.004
H (4.517, 3.174, 1.134)  0.000
H (3.832, 5.510, 1.576)  0.000
H (1.449, 6.082, 1.826)  0.000
H (-0.275, 4.308, 1.615)  0.000
H (-1.158, -4.166, 1.577)  0.000
H (0.260, -6.093, 2.210)  0.000
H (2.684, -5.795, 2.518)  0.000
H (3.707, -3.563, 2.246)  0.001
H (2.286, -1.628, 1.662)  0.003
H (-3.358, -0.969, 0.492)  0.001
H (-5.320, -0.933, 1.986)  0.000
H (-5.036, -1.280, 4.408)  0.000
H (-2.786, -1.610, 5.359)  0.000
H (-0.810, -1.661, 3.866)  0.000
C (0.146, -1.387, -4.058)  0.038
C (-0.109, -1.398, -5.602)  0.004
N (-0.219, -0.041, -6.060)  0.000
C (0.998, 0.677, -5.804)  0.000
C (1.243, 0.715, -4.259)  0.035
N (0.170, -0.007, -3.586)  -0.114
C (-1.097, 0.650, -3.895)  0.023
C (-1.336, 0.610, -5.439)  0.002
H (1.105, -1.859, -3.837)  -0.012
H (-0.648, -1.926, -3.535)  -0.004
H (-1.032, -1.928, -5.837)  0.000
H (0.716, -1.882, -6.125)  0.000
H (0.915, 1.689, -6.202)  0.000
H (1.822, 0.169, -6.307)  0.000
H (1.265, 1.746, -3.891)  -0.001
H (2.201, 0.243, -4.049)  -0.003
H (-1.041, 1.687, -3.556)  -0.003
H (-1.903, 0.141, -3.358)  0.002
H (-1.426, 1.621, -5.840)  0.000
H (-2.247, 0.060, -5.677)  0.000
F (1.933, -1.870, -1.247)  0.010
Sb (3.684, -0.941, -1.455)  0.001
F (2.380, 0.645, -1.644)  0.009
F (3.847, -0.481, 0.381)  0.002
F (4.977, 0.352, -1.928)  0.000
F (4.532, -2.567, -1.086)  0.000
F (3.461, -1.394, -3.306)  0.000